# 1
{
  "formula": "C4H4N4O3",
  "method": "wB97M-V/def2-TZVPD",
  "gap_ev": 8.56,
  "relative_energy_ev": 6.314,
  "largest_force_ev_per_a": 4.5,
  "homo_energy_ev": -9.20,
  "elements": ["C", "C", "C", "C", "N", "N", "N", "N", "O", "O", "O", "H", "H", "H", "H"],
  "positions_angstrom": [[-2.275, -0.456, 0.005], [-1.420, -1.544, 0.134], [-1.794, 0.928, -0.099], [0.570, -0.424, -0.225], [-0.099, -1.458, -0.038], [-0.544, 1.134, -0.099], [1.704, 0.209, -0.175], [3.019, -0.205, -0.022], [0.254, 2.156, 0.071], [3.206, -1.356, 0.080], [3.843, 0.693, 0.084], [-3.331, -0.650, -0.039], [-1.774, -2.489, 0.390], [-2.484, 1.813, -0.122], [1.126, 1.650, 0.054]],
  "atomic_forces_ev_per_a": [[1.157, -0.596, -0.135], [-1.544, 3.287, -0.690], [-1.490, 0.754, 0.010], [0.469, 1.959, 1.617], [1.756, -0.368, -0.319], [2.569, -3.677, -0.122], [-1.245, 0.990, -0.811], [-0.771, 2.069, 0.605], [-1.547, 1.385, -0.190], [0.894, -3.081, -0.027], [-0.715, -0.397, -0.369], [-0.164, 0.203, 0.271], [-0.726, -1.489, 0.133], [0.509, -0.987, 0.196], [0.850, -0.053, -0.169]]
}

---

# 2
{
  "formula": "C4H4NO2PS",
  "method": "wB97M-V/def2-TZVPD",
  "gap_ev": 9.29,
  "relative_energy_ev": 1.339,
  "largest_force_ev_per_a": 5.2,
  "homo_energy_ev": -9.64,
  "elements": ["C", "C", "C", "C", "N", "O", "O", "P", "S", "H", "H", "H", "H"],
  "positions_angstrom": [[0.432, -1.891, 0.439], [1.566, -1.375, -0.020], [-0.642, -0.918, 0.234], [-1.374, 2.528, 0.464], [-0.290, 0.107, -0.523], [-1.747, -1.019, 0.660], [1.649, -0.283, -2.333], [-1.720, 1.210, -0.549], [1.374, 0.157, -0.971], [0.269, -2.833, 1.010], [2.594, -1.706, 0.108], [-1.867, 3.445, 0.611], [-0.244, 2.579, 0.870]],
  "atomic_forces_ev_per_a": [[1.139, -0.509, 0.568], [0.429, -0.162, 0.525], [0.455, -2.332, -0.081], [4.525, -2.427, -0.634], [0.471, 2.686, -1.059], [-2.512, -0.363, 1.470], [-0.305, 0.154, -0.450], [-0.285, 1.853, 0.366], [0.021, -0.089, 0.835], [0.209, 0.978, -0.615], [-0.317, -0.214, -0.287], [-1.138, 0.642, -0.016], [-2.691, -0.216, -0.621]]
}

---

# 3
{
  "formula": "C4H4NOP",
  "method": "wB97M-V/def2-TZVPD",
  "gap_ev": 6.09,
  "relative_energy_ev": 3.561,
  "largest_force_ev_per_a": 3.8,
  "homo_energy_ev": -7.83,
  "elements": ["C", "C", "C", "C", "N", "O", "P", "H", "H", "H", "H"],
  "positions_angstrom": [[-0.762, -0.775, -0.110], [-1.599, -0.193, 0.812], [0.390, 0.035, -0.376], [-1.002, 0.977, 1.334], [0.039, 1.201, 0.623], [2.948, -0.169, -1.635], [1.610, -0.178, -2.226], [-1.175, -1.793, -0.467], [-2.516, -0.650, 1.065], [1.337, -0.388, -0.009], [0.730, 1.933, 0.991]],
  "atomic_forces_ev_per_a": [[-3.096, -2.221, 0.304], [1.265, -1.309, -1.842], [1.961, 0.500, -0.084], [-1.104, 1.186, 1.450], [3.223, 1.351, -0.771], [0.098, 0.005, -0.105], [-1.569, 0.607, 1.320], [1.590, 1.748, -0.133], [-0.836, -0.146, 0.541], [-0.386, 0.021, 0.692], [-1.147, -1.742, -1.370]]
}

---

# 4
{
  "formula": "C4H4NOP",
  "method": "wB97M-V/def2-TZVPD",
  "gap_ev": [7.04, 7.04],
  "smiles": "[H]/P=N/C=C\\C=C=O",
  "relative_energy_ev": 1.864,
  "largest_force_ev_per_a": 3.0,
  "homo_energy_ev": [-7.89, -7.89],
  "elements": ["H", "P", "N", "C", "C", "C", "C", "O", "H", "H", "H"],
  "positions_angstrom": [[-2.223, -1.455, -2.481], [-1.627, -0.208, -2.406], [-0.781, -0.307, -1.086], [0.037, 0.733, -0.593], [0.571, 0.495, 0.626], [0.353, -0.752, 1.287], [-0.449, -1.688, 0.816], [-1.098, -2.649, 0.658], [0.365, 1.589, -1.081], [1.001, 1.199, 1.219], [0.740, -1.025, 2.222]],
  "atomic_forces_ev_per_a": [[-0.234, -0.976, 0.396], [0.273, 1.390, -0.654], [0.967, 0.780, 0.320], [-0.362, -2.138, 1.169], [-1.808, -2.087, -1.043], [-0.484, 0.261, -0.686], [-1.273, -1.986, -0.436], [0.722, 1.123, 0.100], [-0.207, 1.529, -1.379], [1.716, 2.137, 0.987], [0.689, -0.032, 1.225]]
}

---

# 5
{
  "formula": "C4H4Na2O5",
  "method": "wB97M-V/def2-TZVPD",
  "gap_ev": 5.59,
  "relative_energy_ev": 0.000,
  "largest_force_ev_per_a": 1.3,
  "homo_energy_ev": -6.52,
  "elements": ["O", "C", "C", "O", "O", "C", "H", "H", "H", "H", "Na", "O", "C", "O", "Na"],
  "positions_angstrom": [[4.919, -2.545, 1.125], [4.844, -1.298, 1.792], [6.194, -2.703, 0.523], [4.060, -1.286, 2.786], [6.181, -0.973, 2.089], [7.093, -1.758, 1.334], [6.154, -2.419, -0.538], [6.494, -3.754, 0.606], [7.709, -1.115, 0.691], [7.744, -2.303, 2.032], [2.079, -0.317, 2.801], [3.010, 0.511, 0.561], [4.189, 0.003, 0.456], [4.901, 0.335, -0.537], [3.157, 1.810, -1.415]],
  "atomic_forces_ev_per_a": [[-0.038, -0.152, -0.529], [-0.715, 0.794, -0.676], [-0.260, 0.191, -0.027], [-0.796, 0.446, 0.052], [0.339, 0.434, -0.308], [-0.143, 0.123, 0.033], [0.028, -0.009, 0.183], [-0.088, 0.207, -0.006], [-0.131, -0.114, 0.121], [-0.119, 0.125, -0.123], [1.038, -0.145, -0.689], [-0.503, -0.262, 0.951], [1.039, -0.570, -0.253], [-0.241, -0.240, 0.509], [0.589, -0.827, 0.762]]
}

---

# 6
{
  "formula": "C4H4NiO5",
  "method": "wB97M-V/def2-TZVPD",
  "gap_ev": [9.14, 6.86],
  "s2": 2.019,
  "largest_force_ev_per_a": 11.3,
  "total_charge": 2,
  "homo_energy_ev": [-20.20, -20.26],
  "multiplicity": 3,
  "elements": ["Ni", "O", "C", "C", "O", "C", "O", "C", "O", "H", "H", "O", "H", "H"],
  "positions_angstrom": [[0.046, 0.521, -0.330], [-1.919, -0.897, -1.938], [-1.275, -0.250, -1.241], [1.012, 1.007, 1.078], [1.843, 1.166, 1.873], [-1.334, 1.096, 0.724], [-2.193, 1.569, 1.314], [1.471, -0.408, -1.231], [2.168, -1.292, -1.442], [-0.054, 1.759, -1.512], [0.478, 2.051, -0.973], [0.169, -2.387, 1.116], [0.321, -1.693, 1.780], [-0.732, -2.242, 0.783]],
  "atomic_forces_ev_per_a": [[1.079, -0.311, -1.046], [2.104, 2.682, 2.933], [-5.008, -5.494, -6.613], [8.593, 1.653, 7.111], [-4.394, -0.578, -3.591], [-6.872, 3.823, 4.662], [3.038, -1.798, -2.008], [4.086, -4.768, -1.474], [-2.440, 3.493, 0.531], [0.435, 0.715, 0.172], [-0.426, 0.241, -0.700], [-0.045, 1.674, -0.832], [-0.126, -0.704, 0.374], [-0.026, -0.630, 0.481]]
}

---

# 7
{
  "formula": "C4H4O",
  "method": "wB97M-V/def2-TZVPD",
  "gap_ev": 9.80,
  "relative_energy_ev": 5.543,
  "largest_force_ev_per_a": 0.5,
  "homo_energy_ev": -9.21,
  "elements": ["C", "C", "C", "C", "O", "H", "H", "H", "H"],
  "positions_angstrom": [[2.221, -0.386, 0.009], [1.072, -0.054, -0.119], [-0.318, 0.342, -0.315], [-1.407, -0.672, -0.250], [-1.037, 0.680, 0.905], [3.239, -0.692, 0.129], [-0.419, 1.204, -0.977], [-1.077, -0.181, 1.389], [-2.274, -0.240, -0.772]],
  "atomic_forces_ev_per_a": [[-0.455, 0.121, -0.028], [0.416, -0.146, -0.009], [0.048, -0.084, -0.105], [-0.015, 0.045, -0.423], [-0.097, -0.067, 0.110], [-0.209, 0.072, -0.023], [0.034, -0.129, 0.094], [0.169, 0.200, 0.399], [0.110, -0.011, -0.016]]
}

---

# 8
{
  "formula": "C4H4O",
  "method": "wB97M-V/def2-TZVPD",
  "gap_ev": 10.71,
  "smiles": "C#CC(C)=O",
  "relative_energy_ev": 1.760,
  "largest_force_ev_per_a": 0.8,
  "homo_energy_ev": -10.39,
  "elements": ["C", "C", "C", "C", "O", "H", "H", "H", "H"],
  "positions_angstrom": [[-1.648, 1.038, 0.513], [-0.462, 0.970, 0.738], [0.827, 0.322, 0.451], [0.562, -0.787, -0.551], [1.912, 0.582, 0.908], [-2.685, 1.042, 0.266], [-0.463, -0.687, -0.913], [0.675, -1.749, -0.043], [1.282, -0.732, -1.369]],
  "atomic_forces_ev_per_a": [[0.434, 0.220, 0.320], [-0.719, -0.121, -0.285], [0.362, -0.037, 0.076], [0.103, -0.125, -0.110], [-0.588, 0.042, -0.111], [-0.004, 0.252, 0.229], [0.365, -0.259, -0.158], [0.051, 0.075, -0.058], [-0.004, -0.048, 0.097]]
}

---

# 9
{
  "formula": "C4H4O",
  "method": "wB97M-V/def2-TZVPD",
  "gap_ev": [7.88, 7.88],
  "relative_energy_ev": 5.292,
  "largest_force_ev_per_a": 3.3,
  "homo_energy_ev": [-7.99, -8.00],
  "elements": ["C", "C", "C", "C", "O", "H", "H", "H", "H"],
  "positions_angstrom": [[1.135, 0.312, -0.746], [1.294, 0.673, 0.585], [-1.359, -0.305, 0.063], [0.226, -0.199, 0.210], [-1.610, 0.940, -0.235], [1.249, 0.669, -1.796], [1.538, 1.299, 1.464], [-1.362, -0.950, -0.887], [-1.977, -0.942, 0.777]],
  "atomic_forces_ev_per_a": [[-0.232, 1.459, 2.122], [-1.584, -1.054, -1.317], [-0.751, -2.086, -2.420], [0.604, 1.522, -0.453], [0.444, 0.188, 1.097], [0.260, -0.763, 1.086], [0.393, -0.437, -1.107], [-0.182, 0.057, 0.796], [1.048, 1.116, 0.196]]
}

---

# 10
{
  "formula": "C4H4O",
  "method": "wB97M-V/def2-TZVPD",
  "gap_ev": 9.57,
  "smiles": "C#CCC=O",
  "relative_energy_ev": 3.445,
  "largest_force_ev_per_a": 1.5,
  "homo_energy_ev": -9.02,
  "elements": ["C", "C", "C", "C", "O", "H", "H", "H", "H"],
  "positions_angstrom": [[0.393, -1.475, -0.271], [-0.468, -1.115, 0.566], [-0.587, 0.361, 0.678], [0.078, 0.933, -0.557], [0.772, 0.175, -1.213], [1.054, -2.104, -0.818], [-1.459, 0.892, 1.072], [0.192, 0.364, 1.448], [0.026, 1.968, -0.905]],
  "atomic_forces_ev_per_a": [[-0.635, -1.209, 0.595], [0.082, -0.184, -0.708], [0.179, -0.091, 0.301], [0.455, -0.288, -0.227], [-0.088, 1.024, -0.347], [0.026, -0.183, -0.040], [0.056, -0.345, -0.310], [0.123, 1.170, 0.336], [-0.198, 0.106, 0.399]]
}

---

# 11
{
  "formula": "C4H4O",
  "method": "wB97M-V/def2-TZVPD",
  "gap_ev": 10.60,
  "smiles": "C#CCC=O",
  "relative_energy_ev": 2.283,
  "largest_force_ev_per_a": 1.0,
  "homo_energy_ev": -9.68,
  "elements": ["C", "C", "C", "C", "O", "H", "H", "H", "H"],
  "positions_angstrom": [[1.543, 0.460, 0.574], [0.876, -0.495, 0.241], [-0.405, -0.945, -0.296], [-0.879, 0.546, -0.206], [-1.484, 0.999, 0.731], [2.152, 1.248, 0.942], [-0.328, -1.378, -1.305], [-1.002, -1.586, 0.360], [-0.473, 1.151, -1.040]],
  "atomic_forces_ev_per_a": [[0.402, -0.912, 0.062], [0.662, 0.568, 0.237], [-0.308, 0.467, 0.095], [-0.866, -0.305, -0.063], [-0.015, -0.345, -0.728], [0.172, -0.042, -0.012], [-0.077, 0.343, 0.336], [0.265, 0.151, -0.040], [-0.234, 0.076, 0.113]]
}

---

# 12
{
  "formula": "C4H4O",
  "method": "wB97M-V/def2-TZVPD",
  "gap_ev": 7.98,
  "relative_energy_ev": 5.062,
  "largest_force_ev_per_a": 0.7,
  "homo_energy_ev": -8.55,
  "elements": ["C", "C", "C", "C", "O", "H", "H", "H", "H"],
  "positions_angstrom": [[-1.999, 1.153, -0.891], [-1.173, 0.271, -1.007], [0.111, -0.338, -1.016], [1.250, -0.580, 0.819], [0.217, -1.181, 0.031], [-2.748, 1.909, -0.816], [1.707, 0.183, 0.179], [0.729, -0.093, 1.649], [1.990, -1.301, 1.157]],
  "atomic_forces_ev_per_a": [[0.142, -0.461, -0.192], [-0.559, 0.227, -0.278], [-0.418, 0.081, 0.008], [0.483, 0.143, 0.254], [-0.265, 0.383, -0.253], [0.081, -0.054, 0.027], [0.321, -0.044, 0.395], [0.349, -0.067, -0.009], [-0.134, -0.208, 0.048]]
}